{
  "formula": "C30H18Cl7GeSSn",
  "method": "ωB97M-V/def2-TZVPD",
  "species": ["Sn", "Cl", "C", "C", "C", "Cl", "C", "Cl", "C", "Cl", "C", "Cl", "Cl", "C", "C", "C", "C", "C", "Cl", "C", "S", "H", "H", "H", "C", "C", "C", "C", "C", "C", "Ge", "C", "C", "C", "C", "C", "C", "C", "C", "C", "C", "C", "C", "H", "H", "H", "H", "H", "H", "H", "H", "H", "H", "H", "H", "H", "H", "H"],
  "xyz": [[-0.197, -0.292, 0.566], [-0.293, -3.341, 1.724], [0.110, -3.307, 0.017], [0.203, -2.083, -0.621], [0.536, -2.101, -1.961], [0.611, -0.589, -2.824], [0.789, -3.281, -2.656], [1.224, -3.246, -4.318], [0.683, -4.496, -1.984], [0.984, -5.967, -2.816], [0.332, -4.516, -0.635], [0.185, -6.014, 0.193], [-3.150, -1.045, 2.138], [-3.484, 0.640, 1.820], [-4.167, 1.338, 2.800], [-4.480, 2.671, 2.590], [-4.111, 3.283, 1.404], [-3.426, 2.560, 0.441], [-3.001, 3.392, -1.021], [-3.078, 1.217, 0.616], [-2.241, 0.311, -0.653], [-4.454, 0.829, 3.707], [-5.015, 3.229, 3.344], [-4.344, 4.319, 1.215], [2.605, 3.453, 4.287], [1.276, 3.234, 3.949], [0.958, 2.680, 2.719], [1.959, 2.341, 1.806], [3.288, 2.560, 2.160], [3.608, 3.112, 3.395], [1.471, 1.720, 0.038], [0.601, 3.178, -0.896], [0.107, 3.031, -2.194], [-0.380, 4.120, -2.898], [-0.397, 5.377, -2.307], [0.070, 5.535, -1.013], [0.569, 4.444, -0.313], [3.059, 1.145, -0.905], [3.523, 1.836, -2.022], [4.692, 1.437, -2.658], [5.404, 0.344, -2.190], [4.948, -0.356, -1.082], [3.783, 0.043, -0.447], [2.855, 3.888, 5.245], [0.487, 3.497, 4.643], [-0.086, 2.511, 2.472], [4.083, 2.305, 1.471], [4.645, 3.280, 3.657], [0.082, 2.059, -2.659], [-0.756, 3.987, -3.903], [-0.780, 6.228, -2.854], [0.053, 6.511, -0.547], [0.940, 4.589, 0.694], [2.976, 2.688, -2.404], [5.045, 1.981, -3.524], [6.314, 0.037, -2.688], [5.500, -1.212, -0.716], [3.434, -0.517, 0.414]],
  "spin_multiplicity": 2,
  "gap_ev": [7.56, 6.68]
}